[1]
{"formula": "C21H38N4O5S", "method": "the ωB97M-V functional and the def2-TZVPD basis", "elements": ["O", "S", "O", "C", "C", "C", "C", "H", "H", "H", "H", "H", "H", "H", "H", "C", "C", "C", "O", "H", "H", "H", "H", "H", "H", "C", "C", "C", "O", "H", "H", "H", "H", "H", "H", "C", "C", "C", "O", "H", "H", "H", "H", "H", "H", "C", "C", "N", "H", "H", "H", "C", "C", "N", "H", "H", "H", "C", "C", "N", "H", "H", "H", "C", "C", "N", "H", "H", "H"], "coordinates": [[4.633, -1.699, -24.348], [3.934, -2.490, -25.324], [3.119, -3.592, -24.897], [2.982, -1.443, -26.421], [3.855, -1.221, -27.645], [4.560, -2.554, -27.896], [5.133, -3.008, -26.561], [2.597, -0.605, -25.851], [2.154, -2.078, -26.748], [3.273, -0.946, -28.525], [4.623, -0.459, -27.481], [5.391, -2.452, -28.596], [3.891, -3.314, -28.310], [6.008, -2.403, -26.323], [5.344, -4.065, -26.437], [2.414, -4.553, -31.319], [3.287, -3.329, -31.246], [4.768, -3.543, -31.353], [2.801, -2.224, -31.136], [2.916, -5.388, -31.804], [1.472, -4.307, -31.801], [2.189, -4.884, -30.299], [5.322, -2.612, -31.262], [5.008, -3.967, -32.330], [5.077, -4.253, -30.582], [1.951, 4.637, -32.129], [2.803, 5.655, -31.393], [2.853, 5.522, -29.885], [3.366, 6.550, -31.972], [2.220, 3.633, -31.799], [2.103, 4.749, -33.200], [0.897, 4.799, -31.901], [3.691, 6.098, -29.500], [2.957, 4.468, -29.626], [1.925, 5.902, -29.454], [7.398, 1.470, -34.311], [7.137, 0.411, -33.281], [7.309, 0.807, -31.844], [6.827, -0.716, -33.595], [7.739, 1.017, -35.237], [8.139, 2.183, -33.938], [6.499, 2.065, -34.487], [8.312, 1.169, -31.613], [7.157, -0.046, -31.180], [6.578, 1.566, -31.551], [2.199, 2.743, -27.219], [3.119, 2.269, -26.191], [3.857, 1.848, -25.420], [2.481, 2.333, -28.184], [2.090, 3.823, -27.212], [1.213, 2.324, -26.995], [-1.261, 0.198, -28.375], [-0.758, -0.069, -27.024], [-0.368, -0.282, -25.967], [-1.220, -0.729, -28.945], [-0.583, 0.907, -28.850], [-2.276, 0.581, -28.357], [3.562, 0.753, -31.890], [2.538, 0.882, -30.876], [1.737, 0.882, -30.054], [3.701, 1.655, -32.482], [3.295, -0.031, -32.598], [4.476, 0.407, -31.409], [-0.133, -1.303, -32.375], [0.930, -1.213, -33.358], [1.785, -1.120, -34.119], [-1.088, -1.026, -32.818], [0.074, -0.618, -31.550], [-0.177, -2.303, -31.950]], "e_above_lowest_kcal_mol": 61.7, "largest_force_ev_per_a": 0.9, "lumo_ev": 0.083, "e_homo_ev": -9.9, "multiplicity": 1, "smiles": "O=S1(=O)CCCC1.CC(C)=O.CC(C)=O.CC(C)=O.CC#N.CC#N.CC#N.CC#N", "gap_ha": 0.36767}

---

[2]
{"formula": "C21H39As3BrN3OPt", "method": "the ωB97M-V functional and the def2-TZVPD basis", "elements": ["Pt", "O", "C", "C", "C", "N", "C", "Br", "C", "H", "H", "H", "H", "C", "As", "C", "C", "C", "C", "C", "As", "C", "C", "C", "As", "C", "C", "H", "H", "H", "H", "H", "H", "H", "H", "H", "H", "H", "H", "H", "H", "H", "H", "H", "H", "H", "H", "H", "H", "H", "H", "H", "H", "H", "C", "C", "C", "C", "N", "N", "C", "H", "H", "H", "H", "H", "H", "H", "H"], "coordinates": [[0.869, 0.154, 0.142], [-1.966, -3.374, 4.457], [-1.337, -2.583, 3.601], [-0.383, -1.626, 3.966], [0.196, -0.870, 2.978], [-0.095, -1.003, 1.673], [-1.030, -1.909, 1.342], [-1.516, -2.030, -0.477], [-1.667, -2.714, 2.251], [-1.704, -3.215, 5.374], [-0.106, -1.470, 5.000], [0.920, -0.106, 3.226], [-2.423, -3.422, 1.942], [0.917, 0.763, -3.380], [1.702, 1.346, -1.716], [1.272, 3.225, -1.675], [3.634, 1.347, -1.788], [4.379, 0.024, -2.066], [5.873, 0.386, -2.013], [4.135, -1.029, -0.971], [2.335, -1.608, -0.448], [1.797, -3.030, -1.637], [2.723, -2.572, 1.181], [4.011, -0.530, -3.455], [5.330, -1.761, -4.332], [4.490, -3.489, -3.933], [4.549, -1.557, -6.113], [0.975, -0.315, -3.485], [1.424, 1.240, -4.216], [-0.128, 1.071, -3.369], [1.713, 3.707, -2.546], [1.673, 3.676, -0.769], [0.192, 3.356, -1.704], [3.919, 1.757, -0.814], [3.935, 2.078, -2.541], [6.104, 0.962, -1.114], [6.149, 0.985, -2.883], [6.500, -0.504, -2.017], [4.584, -0.694, -0.031], [4.644, -1.957, -1.245], [2.608, -3.745, -1.747], [1.526, -2.629, -2.611], [0.927, -3.521, -1.207], [3.507, -3.302, 0.981], [1.828, -3.092, 1.515], [3.061, -1.884, 1.952], [3.940, 0.305, -4.159], [3.035, -1.022, -3.450], [4.695, -3.798, -2.909], [4.940, -4.232, -4.590], [3.415, -3.471, -4.118], [4.825, -0.587, -6.525], [3.463, -1.649, -6.084], [4.952, -2.329, -6.767], [2.534, 4.536, 2.925], [1.480, 3.736, 2.242], [0.200, 4.062, 1.844], [-0.343, 2.904, 1.272], [0.548, 1.914, 1.326], [1.665, 2.447, 1.887], [-1.703, 2.683, 0.700], [2.129, 5.500, 3.222], [3.383, 4.715, 2.264], [2.899, 4.031, 3.820], [-0.287, 5.014, 1.972], [2.449, 1.857, 2.109], [-2.330, 3.557, 0.857], [-2.184, 1.828, 1.177], [-1.660, 2.488, -0.373]], "e_above_lowest_kcal_mol": 18.4, "largest_force_ev_per_a": 0.8, "lumo_ev": -5.723, "e_homo_ev": -13.1, "multiplicity": 1, "gap_ha": 0.27273, "total_charge": 2}

---

[3]
{"formula": "C21H39BBeBrCl6F2KN4O10PS", "method": "the ωB97M-V functional and the def2-TZVPD basis", "elements": ["C", "C", "P", "C", "C", "C", "C", "C", "N", "N", "N", "C", "O", "C", "S", "C", "C", "O", "H", "H", "H", "H", "H", "H", "H", "H", "H", "H", "H", "H", "H", "H", "H", "H", "H", "H", "K", "O", "H", "H", "C", "Cl", "Cl", "Cl", "Cl", "C", "C", "C", "O", "H", "H", "H", "H", "H", "H", "H", "C", "Cl", "Cl", "H", "H", "C", "C", "O", "N", "C", "H", "H", "H", "H", "H", "H", "H", "H", "Br", "B", "O", "C", "O", "C", "O", "O", "F", "F", "Be", "O", "H", "H"], "coordinates": [[2.322, 1.990, 2.434], [1.473, 2.638, 1.325], [0.129, 1.484, 0.812], [0.261, 1.477, -1.037], [-1.484, 2.309, 1.048], [-2.550, 1.683, 1.584], [-2.540, 0.282, 2.119], [-3.341, -0.810, 1.335], [-3.241, -0.711, -0.105], [-2.681, -2.070, 1.688], [-4.735, -0.793, 1.758], [-3.806, 2.502, 1.622], [-4.897, 2.056, 1.378], [-3.634, 3.968, 1.912], [-4.844, 4.806, 2.803], [-2.539, 4.566, 1.402], [-1.620, 3.729, 0.612], [-1.020, 4.164, -0.349], [1.700, 1.337, 3.049], [3.064, 1.344, 1.964], [2.844, 2.731, 3.031], [2.114, 2.749, 0.449], [1.119, 3.628, 1.603], [0.934, 0.694, -1.347], [0.580, 2.464, -1.367], [-0.751, 1.313, -1.413], [-2.986, 0.316, 3.117], [-1.522, -0.069, 2.240], [-3.592, 0.181, -0.433], [-2.262, -0.806, -0.354], [-2.913, -2.348, 2.632], [-3.002, -2.782, 1.042], [-5.378, -0.801, 0.980], [-4.945, -1.544, 2.395], [-5.670, 3.781, 3.111], [-2.331, 5.617, 1.554], [1.440, 0.392, -3.123], [-0.822, -3.092, -3.208], [-0.720, -4.050, -3.245], [-1.739, -2.966, -2.943], [-2.120, -7.106, -3.578], [-3.039, -5.622, -3.879], [-0.399, -6.695, -3.432], [-2.674, -7.846, -2.081], [-2.345, -8.219, -4.918], [2.724, -1.341, -8.497], [1.357, -1.182, -7.702], [0.567, -0.047, -8.465], [1.626, -0.788, -6.494], [3.286, -0.412, -8.513], [3.318, -2.118, -8.024], [2.478, -1.634, -9.518], [0.795, -2.122, -7.805], [1.125, 0.886, -8.485], [-0.389, 0.111, -7.972], [0.397, -0.384, -9.488], [-7.970, 2.735, 1.169], [-9.468, 1.941, 0.691], [-7.692, 2.615, 2.918], [-7.140, 2.258, 0.668], [-8.030, 3.784, 0.907], [3.270, -3.899, 3.293], [3.377, -2.429, 3.092], [3.126, -1.801, 2.121], [3.843, -1.613, 4.284], [3.114, -1.915, 5.575], [3.304, -4.377, 2.319], [4.085, -4.276, 3.912], [2.324, -4.132, 3.783], [4.848, -1.774, 4.405], [3.735, -0.641, 3.979], [3.637, -2.738, 6.092], [2.089, -2.184, 5.347], [3.131, -1.021, 6.186], [3.786, -3.381, 8.232], [6.644, 2.488, 0.028], [5.173, 2.874, 0.003], [4.643, 2.448, -1.097], [3.480, 2.555, -1.423], [5.709, 1.719, -1.935], [5.491, 1.195, -2.999], [6.834, 1.754, -1.278], [6.871, 1.641, 1.094], [7.425, 3.607, 0.083], [-4.182, 5.312, -0.708], [0.695, -0.152, 5.558], [0.850, 0.155, 4.658], [-0.076, 0.350, 5.845]], "largest_force_ev_per_a": 2.9, "lumo_ev": -8.740, "e_homo_ev": -9.7, "multiplicity": 1, "gap_ha": 0.03445, "total_charge": 1}